(1)
2 unconnected molecules or ions with the total composition C10H13IN3O4P in a non-equilibrium geometry, computed with ωB97M-V/def2-TZVPD.

```
32
C10H13IN3O4P, DFT ωB97M-V/def2-TZVPD
C 3.051 -0.708 2.261
C 2.934 -0.453 0.882
C 2.728 0.109 -0.653
C 1.407 1.080 -0.691
C 1.539 2.689 -0.253
C 0.081 3.509 -0.310
N -1.219 2.917 -0.734
N -1.231 1.597 -1.064
C -2.621 1.042 -1.459
C -3.447 0.441 -0.169
C -2.581 0.448 1.244
I -4.350 -1.551 -0.576
C -0.130 0.568 -1.110
P -0.301 -1.283 -1.553
O 0.696 -1.792 -2.680
H 3.125 -0.777 3.449
H 2.749 -0.737 -1.462
H 3.666 0.808 -0.893
H 2.552 3.181 0.068
H 0.091 4.657 0.016
H -2.563 0.310 -2.382
H -3.258 1.976 -1.843
H -4.379 1.158 0.036
H -2.338 1.551 1.626
H -3.284 -0.044 2.072
H -1.598 -0.221 1.168
H -0.161 -2.022 -0.290
H -1.644 -1.636 -2.032
N 2.621 -4.204 1.833
O 1.548 -3.580 1.874
O 3.325 -4.295 2.852
O 2.989 -4.738 0.774
```

total charge: 0
frontier orbital gap: 2.7120 eV
total energy: -40610.92558 eV



(2)
A gas-phase ion, C10H13N2 (charge +1) in a non-equilibrium geometry, computed with ωB97M-V/def2-TZVPD.

```
25
C10H13N2, DFT ωB97M-V/def2-TZVPD
C -0.389 -2.951 0.452
C -0.323 -1.786 -0.134
N -1.433 -1.213 -0.866
C 0.795 -0.822 0.117
C 2.085 -1.268 -0.061
C 3.142 -0.412 0.002
C 2.903 0.956 -0.051
C 1.662 1.437 0.068
C 0.582 0.515 0.194
C -0.845 1.133 0.334
C -1.222 2.358 -0.401
N -1.691 0.760 1.224
H -1.329 -3.495 0.513
H 0.552 -3.139 1.125
H -1.316 -1.461 -1.828
H -2.220 -1.444 -0.397
H 2.227 -2.370 0.101
H 4.239 -0.739 0.152
H 3.692 1.674 -0.107
H 1.514 2.520 0.054
H -2.180 2.869 -0.026
H -1.344 2.084 -1.437
H -0.469 3.049 -0.414
H -2.585 1.201 1.354
H -1.618 -0.156 1.517
```

total charge: +1
frontier orbital gap: 8.5061 eV
total energy: -13552.97420 eV